{"formula": "C23H46NPTa", "method": "ωB97M-V/def2-TZVPD", "molar_mass_g_mol": 548.550, "total_energy_ev": -36921.05189, "homo_lumo_gap_ev": 6.49, "homo_energy_ev": -3.92, "charge": -1, "elements": ["C", "C", "C", "C", "C", "C", "C", "C", "C", "C", "C", "C", "C", "C", "Ta", "C", "C", "C", "C", "C", "C", "C", "C", "C", "P", "N", "H", "H", "H", "H", "H", "H", "H", "H", "H", "H", "H", "H", "H", "H", "H", "H", "H", "H", "H", "H", "H", "H", "H", "H", "H", "H", "H", "H", "H", "H", "H", "H", "H", "H", "H", "H", "H", "H", "H", "H", "H", "H", "H", "H", "H", "H"], "positions_angstrom": [[-4.07847, -1.86071, 2.59849], [-4.76996, -0.96496, 1.47148], [-3.76402, 0.19574, 1.14377], [-4.29544, 1.25719, 0.10890], [-3.44266, 2.61288, 0.15417], [-2.71806, 2.94290, -1.19665], [-1.57939, 1.91559, -1.60742], [-0.12246, 2.57522, -1.65605], [0.72756, 2.02183, -2.85601], [2.26824, 2.34855, -2.80469], [3.02708, 1.91422, -1.48491], [4.00810, 0.69206, -1.66262], [3.34634, -0.62831, -2.24927], [3.39620, -1.88383, -1.28075], [1.35260, -2.77691, -0.70720], [0.62262, -2.54860, -2.91601], [0.64355, -0.63665, -0.14204], [0.96939, -0.18118, 1.30742], [-0.09725, 0.50979, 2.05580], [0.02935, 0.96149, 3.42921], [1.29238, 0.74385, 4.12358], [2.38206, 0.09730, 3.38793], [3.74236, -0.07036, 4.17620], [2.23656, -0.37093, 2.00756], [-1.09842, -3.63277, -0.19469], [-1.09525, -5.08263, 0.51243], [-3.99706, -1.29542, 3.56999], [-4.59565, -2.84509, 2.73786], [-3.02009, -2.06533, 2.27576], [-5.76858, -0.62102, 1.84022], [-4.88478, -1.65814, 0.59049], [-2.83433, -0.29255, 0.73013], [-3.45557, 0.67211, 2.11207], [-4.18695, 0.85219, -0.92852], [-5.34779, 1.52543, 0.38547], [-2.68434, 2.59055, 0.98229], [-4.16071, 3.44801, 0.40254], [-2.22396, 3.95396, -1.12037], [-3.45655, 3.02485, -2.04700], [-1.84075, 1.40425, -2.56650], [-1.54032, 1.14598, -0.78636], [-0.20881, 3.69738, -1.74168], [0.33364, 2.36471, -0.65469], [0.54648, 0.92555, -3.03360], [0.32946, 2.53470, -3.78392], [2.50617, 3.42683, -3.02041], [2.74482, 1.77077, -3.65302], [3.67363, 2.79312, -1.18726], [2.36978, 1.70905, -0.60435], [4.86929, 0.99280, -2.32591], [4.47252, 0.41571, -0.67416], [3.94808, -0.90942, -3.16354], [2.32783, -0.35831, -2.62171], [3.94575, -2.71339, -1.82309], [4.01494, -1.68380, -0.35484], [1.82343, -3.00389, 1.06899], [1.87496, -4.51943, -1.03314], [1.50630, -2.83549, -3.55268], [-0.23663, -3.24121, -3.13621], [0.29409, -1.48666, -3.09004], [-0.48678, -0.66942, -0.20602], [0.98352, 0.08504, -0.92633], [-1.05924, 0.69285, 1.53239], [-0.85932, 1.45097, 3.89809], [1.37793, 1.08524, 5.18040], [4.55393, -0.12531, 3.41157], [3.84270, 0.86252, 4.79687], [3.64311, -0.98694, 4.80501], [3.08120, -0.86158, 1.46910], [-1.80850, -2.63095, 0.56552], [-1.80984, -3.76599, -1.44966], [-1.58002, -5.00597, 1.41163]], "lowdin_charge": [-0.13, -0.25, -0.25, -0.19, -0.21, -0.22, -0.19, -0.20, -0.22, -0.20, -0.21, -0.22, -0.30, -0.40, 1.42, -0.38, -0.35, -0.28, -0.06, -0.09, -0.08, -0.25, -0.08, -0.04, 0.39, -0.46, 0.07, 0.07, 0.04, 0.10, 0.11, 0.08, 0.11, 0.11, 0.10, 0.10, 0.10, 0.09, 0.11, 0.11, 0.07, 0.11, 0.09, 0.09, 0.11, 0.10, 0.11, 0.10, 0.08, 0.10, 0.09, 0.10, 0.05, 0.03, 0.02, -0.13, -0.16, -0.02, -0.05, -0.03, 0.01, 0.02, 0.06, 0.09, 0.09, 0.07, 0.07, 0.08, 0.07, -0.10, -0.09, -0.10]}